(1)
75
Properties=species:S:1:pos:R:3:forces:R:3:lowdin_charge:R:1 method="wB97M-V/def2-TZVPD" e_homo_ev=-9.85 lumo_ev=-0.34 smiles="CCOCN(CCC(=O)O)C(=O)Oc1cccnc1.O=C1OCCO1.O=C1OCCO1.O=C1OCCO1.O=C1OCCO1" e_above_lowest_kcal_mol=0.00
C 5.877647 -1.868726 -0.429581 -0.26 -0.06 -0.21 -0.063
C 5.285785 -2.056373 -1.833511 0.25 0.32 0.33 -0.243
O 3.924160 -1.663201 -1.884180 -0.22 -0.18 -0.25 -0.127
C 3.055905 -2.689520 -1.465778 0.18 0.52 0.15 -0.198
N 1.738220 -2.096042 -1.387962 0.24 -0.08 0.24 -0.031
C 0.755309 -2.889020 -0.639966 -0.31 0.63 0.34 -0.115
C -0.158629 -1.959766 0.170978 0.37 0.24 -0.18 -0.073
C -1.406740 -2.659187 0.637173 0.41 0.25 -0.38 -0.539
O -2.002100 -3.412143 -0.069958 -0.38 -0.57 -0.06 0.128
O -1.826070 -2.389167 1.887250 -0.53 0.25 0.11 0.119
C 1.253258 -1.731618 -2.666226 -0.21 0.55 0.52 -0.504
O 1.221853 -2.432476 -3.612005 -0.02 -0.77 -1.01 0.205
O 0.718886 -0.467696 -2.719495 0.24 0.25 0.12 0.066
C 1.635954 0.531130 -2.360474 0.11 0.36 0.23 -0.236
C 1.661965 1.083312 -1.092033 0.01 -0.15 -0.38 0.009
C 2.612621 2.058218 -0.827916 -0.25 -0.37 -0.32 -0.047
C 3.484440 2.426052 -1.847198 -0.08 0.02 0.14 -0.144
N 3.452004 1.918020 -3.080494 -0.29 -0.15 0.33 0.082
C 2.530001 0.984746 -3.318665 0.00 -0.03 0.02 -0.067
H 6.064137 -2.810135 0.075055 0.05 -0.10 0.15 0.068
H 6.798385 -1.300049 -0.476675 0.24 -0.02 0.03 0.068
H 5.174887 -1.282973 0.156346 -0.08 0.06 0.15 0.078
H 5.811812 -1.402900 -2.518561 -0.05 0.06 -0.27 0.117
H 5.401343 -3.082871 -2.178865 -0.01 -0.14 -0.13 0.116
H 3.111289 -3.525523 -2.169358 0.00 -0.20 -0.03 0.145
H 3.324157 -2.997302 -0.454790 -0.04 -0.29 0.10 0.136
H 0.124470 -3.494866 -1.284436 0.10 -0.29 -0.13 0.132
H 1.292909 -3.515856 0.060554 0.12 -0.31 -0.05 0.133
H -0.447151 -1.148251 -0.494800 -0.29 0.12 -0.06 0.114
H 0.400845 -1.503308 0.983706 0.05 -0.03 0.18 0.125
H -1.585795 -1.479959 2.101478 0.33 -0.11 0.30 0.109
H 0.960962 0.734105 -0.352572 -0.04 0.04 0.19 0.107
H 2.655173 2.494656 0.155384 0.17 0.19 0.08 0.102
H 4.237568 3.174934 -1.644600 0.11 0.07 -0.11 0.102
H 2.485508 0.556934 -4.311629 0.07 -0.01 -0.11 0.129
O -3.885881 2.603033 -1.571309 0.00 0.05 0.01 0.167
C -3.932142 1.421057 -1.660370 0.04 -0.05 -0.03 -0.571
O -3.909359 0.565837 -0.607049 0.01 -0.02 -0.02 0.052
C -4.205893 -0.752662 -1.090506 0.00 -0.16 0.04 -0.101
C -3.803763 -0.656839 -2.544879 0.02 -0.26 -0.06 -0.110
O -4.004962 0.735008 -2.826395 0.00 -0.01 0.08 0.048
H -3.637790 -1.499266 -0.541913 0.02 0.10 0.07 0.109
H -5.271656 -0.945693 -0.959821 -0.01 0.05 -0.03 0.138
H -2.749184 -0.896120 -2.700671 0.01 0.02 0.02 0.133
H -4.409166 -1.271983 -3.203598 -0.05 0.17 -0.09 0.129
O 0.898949 -0.117604 5.165013 0.04 0.02 -0.03 0.161
C -0.273143 0.024356 5.299338 0.04 0.00 0.04 -0.578
O -0.901109 1.225572 5.287804 -0.18 -0.12 -0.06 0.031
C -2.316506 0.992484 5.245374 -0.12 0.05 -0.01 -0.102
C -2.426985 -0.401804 5.826833 -0.15 -0.03 0.07 -0.105
O -1.159474 -0.978147 5.480357 -0.05 0.09 -0.06 0.063
H -2.841191 1.745835 5.826127 0.14 0.06 0.03 0.136
H -2.648764 1.043882 4.206987 0.01 -0.02 0.00 0.132
H -2.521964 -0.396040 6.913298 0.03 0.02 0.00 0.136
H -3.236722 -0.985934 5.398460 0.12 -0.10 -0.07 0.134
O -6.025504 -1.733363 -6.857101 -0.02 -0.03 0.01 0.170
C -5.152841 -0.933405 -6.789454 -0.02 0.01 -0.01 -0.568
O -4.842150 -0.039582 -7.756940 0.04 0.01 0.04 0.063
C -3.901274 0.898059 -7.222014 0.05 0.12 0.00 -0.109
C -3.270461 0.112654 -6.091468 0.17 0.08 0.06 -0.114
O -4.324720 -0.785532 -5.724216 0.04 0.03 -0.03 0.039
H -3.191139 1.198751 -7.987454 -0.07 -0.10 -0.10 0.132
H -4.443937 1.775770 -6.867547 -0.01 -0.02 0.03 0.135
H -2.408452 -0.472757 -6.416502 -0.03 -0.01 -0.04 0.136
H -2.989302 0.730799 -5.242651 -0.13 -0.07 0.08 0.123
O 1.427588 5.682814 8.727111 0.00 0.03 0.02 0.167
C 1.600894 4.834603 7.916379 -0.01 -0.01 -0.01 -0.573
O 1.322437 3.521326 8.098390 0.04 0.02 -0.06 0.061
C 1.440609 2.855581 6.833553 0.02 -0.12 -0.04 -0.117
C 2.374590 3.773489 6.075066 0.07 -0.06 -0.08 -0.111
O 2.102600 5.045110 6.673661 0.00 -0.05 0.00 0.058
H 1.838921 1.853244 6.964508 -0.01 0.02 0.15 0.129
H 0.455328 2.791677 6.374662 0.04 0.06 0.01 0.113
H 3.425815 3.527165 6.234958 -0.01 0.00 0.03 0.133
H 2.172734 3.805442 5.007782 -0.05 0.15 0.02 0.131

(2)
62
Properties=species:S:1:pos:R:3:forces:R:3:lowdin_charge:R:1 method="wB97M-V/def2-TZVPD" e_homo_ev=-8.18 lumo_ev=0.45 e_above_lowest_kcal_mol=32.23
C 3.225639 -0.969476 2.943210 0.05 -0.01 -0.11 -0.035
C 1.792086 -1.392559 2.993671 -0.05 -0.03 0.13 -0.275
C 1.453504 -2.738704 3.063665 -0.02 0.08 0.11 -0.043
C 0.132576 -3.141050 3.043632 -0.06 0.11 0.14 -0.050
C -0.891886 -2.204264 2.968603 0.14 0.03 0.02 -0.286
C -0.560285 -0.854432 2.931957 -0.03 -0.01 0.04 -0.038
C 0.764867 -0.460034 2.935414 0.06 -0.04 0.07 -0.040
H 1.006240 0.592353 2.896613 0.04 0.14 -0.01 0.113
H -1.343179 -0.113557 2.884822 -0.07 0.07 0.00 0.111
C -2.316658 -2.629964 2.933621 -0.38 0.20 -0.51 -0.256
H -2.434605 -3.707930 3.022440 -0.06 -0.10 0.07 0.091
H -2.893215 -2.137010 3.718426 -0.09 -0.07 -0.04 0.092
S -3.245194 -2.139891 1.377704 0.14 -1.79 0.35 0.947
O -2.781234 -0.810299 0.996122 0.19 1.27 -0.34 -0.520
C -2.461199 -3.344844 0.156304 -0.25 0.78 0.46 -0.213
C -1.000501 -3.193535 0.038097 0.37 -0.79 0.01 -0.329
C 0.022305 -4.101484 0.099753 -0.59 0.38 -0.21 -0.012
C 1.208958 -3.361279 -0.059948 -0.07 0.83 -0.23 0.015
C 0.835419 -2.046089 -0.196407 0.65 -1.27 0.01 -0.153
C 1.759461 -0.908172 -0.330607 0.12 0.28 0.09 -0.393
O 2.956768 -1.153757 -0.455007 -0.06 -0.30 -0.04 0.038
N 1.306217 0.360973 -0.266739 0.11 0.21 0.01 -0.027
C -0.045231 0.857777 -0.178185 -0.66 -0.09 -0.21 -0.121
H -0.081868 1.586027 0.639236 -0.04 -0.04 0.00 0.132
C -0.401819 1.578741 -1.477575 -0.03 0.02 0.37 -0.152
N 0.509213 2.690448 -1.689145 0.05 -0.01 -0.15 -0.129
C 1.861730 2.177184 -1.801397 0.10 -0.01 0.23 -0.164
C 2.234094 1.443491 -0.510265 0.47 0.06 -0.33 -0.115
H 2.187407 2.144283 0.329051 0.01 0.00 -0.02 0.132
H 3.237915 1.023663 -0.587088 -0.13 0.12 0.05 0.122
H 1.974533 1.478420 -2.650806 0.05 0.04 0.02 0.137
H 2.559372 3.003517 -1.929981 0.02 -0.05 -0.05 0.114
C 0.031919 3.581512 -2.752578 0.03 0.27 0.25 -0.326
C -0.964640 4.568866 -2.129024 -0.18 -0.18 -0.38 -0.153
C -1.564508 5.495707 -3.180441 0.10 0.17 0.20 -0.204
C -0.464332 6.272812 -3.893317 -0.17 -0.18 -0.23 -0.213
C 0.536537 5.303508 -4.510461 0.13 0.18 0.21 -0.202
C 1.133952 4.381567 -3.448824 -0.18 -0.26 -0.21 -0.168
H 1.667843 4.981958 -2.709635 0.11 0.01 0.08 0.123
H 1.845388 3.709314 -3.931253 0.09 0.01 0.08 0.109
H 1.339642 5.857127 -5.001771 -0.01 -0.05 -0.07 0.109
H 0.033895 4.700571 -5.270692 0.01 -0.02 -0.08 0.114
H -0.894775 6.909760 -4.668867 0.03 0.08 0.03 0.107
H 0.048821 6.916862 -3.175791 0.02 0.09 0.03 0.113
H -2.265133 6.186083 -2.706255 -0.08 -0.03 -0.04 0.108
H -2.121528 4.903601 -3.910770 -0.09 0.01 -0.05 0.114
H -1.762840 4.025884 -1.622342 0.01 -0.02 0.10 0.103
H -0.434711 5.154588 -1.376030 0.06 -0.02 0.08 0.123
H -0.487808 2.990168 -3.529570 0.03 0.03 0.01 0.152
H -0.359121 0.857624 -2.315870 -0.03 0.04 0.04 0.136
H -1.422638 1.952475 -1.400982 -0.02 -0.02 -0.02 0.119
H -0.763302 0.071230 0.028871 0.09 0.13 0.05 0.093
O -0.510866 -1.957258 -0.156449 -0.27 0.15 -0.10 0.055
H 2.214435 -3.726230 -0.065096 0.25 0.01 0.01 0.124
H -0.068622 -5.159403 0.237841 -0.09 -0.23 0.06 0.116
H -2.964641 -3.095750 -0.779916 -0.10 -0.02 0.04 0.096
H -2.734987 -4.349133 0.467570 -0.01 -0.09 -0.03 0.098
H -0.108010 -4.194205 3.091568 -0.03 -0.09 -0.02 0.116
H 2.235785 -3.481326 3.121830 0.11 -0.09 0.00 0.118
H 3.344129 0.056237 3.284194 0.06 0.07 0.04 0.079
H 3.579807 -1.030559 1.913230 0.10 0.03 -0.04 0.071
H 3.847147 -1.622467 3.551829 0.08 0.00 0.07 0.079

(3)
68
Properties=species:S:1:pos:R:3:forces:R:3:lowdin_charge:R:1 method="wB97M-V/def2-TZVPD" e_homo_ev="-13.15 / -14.17" charge=+2 lumo_ev="-4.99 / -7.18" spin_multiplicity=3 e_above_lowest_kcal_mol=3.61
Au 0.006954 1.398652 0.106463 -0.21 -0.03 0.11 0.888
C 1.543440 0.788626 -2.579393 0.04 0.07 0.00 -0.192
Si 2.798257 0.389162 -1.258462 -0.07 -0.04 0.16 0.444
C 4.101422 1.710771 -1.162649 0.02 0.00 -0.04 -0.154
C 3.445667 -1.336610 -1.517326 0.02 0.05 -0.03 -0.153
N 1.844542 0.397500 0.304791 0.13 -0.02 -0.32 -0.111
C 2.272840 -0.016650 1.492397 0.07 -0.01 0.07 -0.275
C 3.662937 -0.221720 1.764797 0.05 -0.05 0.09 -0.005
C 4.103224 -0.522714 3.020339 -0.02 0.01 -0.06 -0.038
C 3.184692 -0.668293 4.075035 0.02 0.00 0.04 -0.010
C 1.824172 -0.533661 3.860834 -0.02 0.00 -0.05 0.022
C 1.362488 -0.241298 2.590574 0.02 -0.02 0.15 -0.189
O 0.056995 -0.196691 2.262363 -0.06 -0.04 -0.12 -0.060
C -0.934698 -0.302733 3.249768 0.03 0.04 0.01 -0.286
C -1.364427 -1.555227 3.647117 -0.03 0.05 0.00 -0.014
C -2.394498 -1.632467 4.575021 0.00 -0.02 0.00 -0.054
C -2.972059 -0.474441 5.077796 -0.02 0.00 0.01 -0.064
C -2.523193 0.770290 4.659079 0.01 0.01 0.00 -0.055
C -1.492068 0.865916 3.733521 -0.01 -0.06 0.04 -0.004
H 2.037812 0.772792 -3.553897 0.03 -0.05 -0.01 0.050
H 1.111497 1.786856 -2.472304 0.01 0.01 0.03 0.019
H 0.732984 0.058652 -2.621052 -0.02 -0.03 0.01 0.028
H 4.529165 1.860850 -2.156711 0.00 0.00 -0.01 0.049
H 4.924608 1.472487 -0.489420 0.00 -0.01 0.00 0.034
H 3.669193 2.659908 -0.841711 -0.04 0.01 0.01 0.021
H 3.928381 -1.388814 -2.496279 0.00 0.01 -0.02 0.050
H 2.633022 -2.065320 -1.523764 -0.03 0.00 0.01 0.038
H 4.180945 -1.660152 -0.782714 0.01 0.02 0.06 0.034
H 4.375087 -0.067401 0.968700 0.00 -0.03 -0.03 0.089
H 5.160853 -0.634326 3.212562 0.01 0.00 -0.01 0.123
H 3.543820 -0.899653 5.068332 0.00 0.00 0.01 0.126
H 1.122715 -0.675417 4.670838 0.00 0.00 -0.01 0.131
H -0.895965 -2.446000 3.248945 0.01 0.00 -0.01 0.127
H -2.742338 -2.599852 4.910824 0.00 -0.01 0.00 0.116
H -3.769730 -0.543100 5.804576 0.00 0.00 0.00 0.115
H -2.969709 1.669911 5.060269 0.00 0.01 0.00 0.114
H -1.114276 1.823857 3.398803 0.01 0.02 -0.01 0.115
S 1.102919 3.342442 1.026827 0.09 0.04 0.02 0.709
C 0.402830 4.790378 0.373818 0.06 0.02 0.00 -0.733
N -0.768143 4.824049 -0.237410 0.01 -0.02 0.07 0.047
C -1.356806 6.047437 -0.791394 -0.04 -0.01 -0.02 -0.139
C -0.260644 7.045277 -1.117375 -0.01 0.05 -0.01 -0.148
C 0.641300 7.221698 0.091109 0.01 0.01 0.01 -0.135
N 1.108165 5.903108 0.527584 -0.02 -0.02 -0.02 0.027
H -1.313657 3.973370 -0.248975 0.00 0.00 -0.04 0.076
H -2.062792 6.465562 -0.070132 0.01 0.01 -0.01 0.132
H -1.911913 5.768182 -1.685680 0.00 0.03 0.00 0.130
H -0.703698 8.001112 -1.391417 -0.01 -0.01 0.01 0.130
H 0.323882 6.696051 -1.969967 0.01 -0.02 0.01 0.129
H 0.111550 7.711711 0.910987 0.00 0.00 -0.01 0.134
H 1.518708 7.818286 -0.148545 -0.02 0.01 -0.01 0.134
H 2.012230 5.816042 0.963822 0.00 0.00 0.00 0.134
C -4.770621 2.285682 -0.488166 0.02 -0.02 -0.01 0.030
N -4.007299 1.033597 -0.446900 -0.01 -0.06 0.00 -0.022
C -4.619229 -0.186057 -0.487045 0.05 0.00 -0.01 0.007
C -3.918000 -1.336274 -0.416769 -0.06 0.07 0.00 0.037
C -2.500337 -1.233437 -0.300652 -0.01 -0.04 -0.01 -0.340
N -1.914647 -0.035730 -0.285146 -0.01 0.06 0.00 0.134
C -2.654254 1.081712 -0.335315 0.11 0.01 0.02 -0.490
O -2.047392 2.187799 -0.264260 -0.17 0.02 -0.04 -0.111
N -1.727746 -2.309969 -0.208013 0.05 -0.03 0.00 0.214
H -5.816283 2.042164 -0.648768 -0.01 0.02 0.01 0.102
H -4.411259 2.901603 -1.308479 -0.01 0.02 0.02 0.104
H -4.654511 2.816435 0.454157 -0.01 0.03 -0.02 0.108
H -5.695981 -0.163284 -0.576299 0.00 -0.03 0.00 0.148
H -4.421012 -2.289998 -0.449173 0.02 -0.02 0.01 0.128
H -2.113836 -3.237964 -0.233022 -0.02 0.01 0.00 0.133
H -0.730673 -2.202175 -0.119963 0.00 0.01 0.01 0.121